# 1
DFT (ωB97M-V/def2-TZVPD) results for a structure of composition C3H3LiO4Pm at a distorted geometry.

Structure (ORCA input):
```
! wB97M-V def2-TZVPD RIJCOSX def2/J DEFGRID3
* xyz 1 5
C 1.128 0.935 0.099
O 0.891 2.127 0.082
O 2.269 0.352 0.122
C -0.033 -0.098 -0.018
O 0.196 -1.296 -0.056
O -1.215 0.434 -0.017
C -2.355 -0.437 -0.013
H -2.327 -1.077 0.877
H -3.227 0.219 0.010
H -2.354 -1.052 -0.920
Pm 4.910 1.477 -0.264
Li 2.117 -1.583 0.099
*
```

Output
* M: 254.99 g/mol
* gap between HOMO and LUMO (spin up / spin down): 5.7615 / 6.2889 eV
* LUMO level (spin up / spin down): -3.7 / -4.1 eV
* energy: -1032.68200 a.u.

Atom charges from the Mulliken analysis, given in e for atoms 1 to 8: number 1, C, carries 0.73; number 2, O, carries -0.58; number 3, O, carries -0.78; number 4, C, carries 0.70; number 5, O, carries -0.77; number 6, O, carries -0.23; number 7, C, carries -0.61; number 8, H, carries 0.30

---

# 2
DFT (ωB97M-V/def2-TZVPD) results for an isolated molecule of C9H8FIO at a distorted geometry.

Structure (ORCA input):
```
! wB97M-V def2-TZVPD RIJCOSX def2/J DEFGRID3
* xyz 0 1
C -2.387 -1.273 -1.293
C -1.456 -0.219 -1.584
C -1.930 -2.204 -0.391
C -0.246 0.000 -0.935
C 0.028 -0.911 0.027
C -0.754 -2.006 0.230
C 0.648 1.162 -1.028
C 1.871 0.369 0.838
C 2.076 0.489 2.288
O 1.305 1.465 0.156
F -0.288 -2.934 1.094
I 3.275 -0.614 -0.399
H -3.438 -1.355 -1.607
H -1.848 0.472 -2.351
H -2.548 -3.042 0.038
H 1.213 0.953 -1.943
H 0.007 2.112 -1.148
H 1.744 -0.541 2.746
H 1.392 1.244 2.731
H 3.122 0.739 2.526
*
```

Output
* M: 278.06 g/mol
* gap between HOMO and LUMO (spin up / spin down): 8.1949 / 8.1914 eV
* LUMO level (spin up / spin down): -0.2 / -0.2 eV
* energy: -820.39710 a.u.

Atom charges from the Mulliken analysis, given in e for atoms 1 to 8: number 1, C, carries -0.70; number 2, C, carries -0.44; number 3, C, carries -0.18; number 4, C, carries 0.74; number 5, C, carries 0.31; number 6, C, carries -0.20; number 7, C, carries -0.76; number 8, C, carries 0.24

---

# 3
DFT (ωB97M-V/def2-TZVPD) results for an isolated molecule of C3H7NOS at a distorted geometry.

Structure (ORCA input):
```
! wB97M-V def2-TZVPD RIJCOSX def2/J DEFGRID3
* xyz 0 1
C -1.728 1.151 0.000
N -0.467 0.405 0.109
C -0.526 -0.908 0.094
S -1.703 -2.077 0.004
O 0.821 -1.428 -0.032
C 2.056 -0.695 0.035
H -1.443 2.156 -0.067
H -2.256 0.859 -0.838
H -2.499 0.873 0.845
H 0.300 0.986 -0.488
H 1.886 0.013 0.981
H 2.477 -0.086 -0.783
H 3.083 -1.250 0.140
*
```

Output
* M: 105.16 g/mol
* ΔE to the lowest compared entry with this formula, charge and spin: 285.1 kJ/mol
* gap between HOMO and LUMO: 9.0746 eV
* LUMO level: 0.4 eV
* energy: -646.60337 a.u.

Atom charges from the Mulliken analysis, given in e for atoms 1 to 8: number 1, C, carries -0.94; number 2, N, carries -0.24; number 3, C, carries 0.29; number 4, S, carries -0.28; number 5, O, carries -0.34; number 6, C, carries -0.67; number 7, H, carries 0.35; number 8, H, carries 0.41

---

# 4
DFT (ωB97M-V/def2-TZVPD) results for a cluster of 2 separate species, C13H19Cl2F3N2O7PS2 in total at a distorted geometry.

Structure (ORCA input):
```
! wB97M-V def2-TZVPD RIJCOSX def2/J DEFGRID3
* xyz 1 1
O 0.851 0.064 0.158
C 1.226 -0.443 1.249
Cl 2.477 -1.766 1.145
C 0.605 0.062 2.666
C -0.975 0.250 2.419
C -1.735 -0.852 1.643
N -3.123 -0.710 1.419
N -3.707 0.388 1.850
S -5.448 0.418 1.498
C -3.233 1.550 2.540
S -4.317 2.982 2.972
O -3.632 4.106 3.692
O -5.504 2.596 3.843
C -5.102 3.796 1.442
F -6.471 3.471 1.328
F -4.880 5.179 1.390
F -4.401 3.228 0.318
C -1.696 1.533 2.918
C -0.939 2.672 3.721
C -0.285 3.837 2.788
C -1.065 4.109 1.417
Cl -0.109 3.527 -0.071
H 1.119 1.066 2.885
H 0.825 -0.721 3.486
H -1.184 -1.778 1.260
H -5.653 -0.150 0.245
H -1.543 3.116 4.602
H -0.034 2.160 4.234
H 0.777 3.452 2.529
H -0.139 4.750 3.455
H -2.144 3.748 1.385
H -1.113 5.258 1.289
C 4.699 -5.862 -4.381
O 4.656 -4.538 -3.873
P 3.139 -3.813 -3.532
O 2.323 -4.966 -4.103
O 3.353 -2.666 -4.693
C 4.497 -2.609 -5.531
O 1.685 -3.009 -3.080
C 1.876 -1.978 -2.114
H 5.750 -6.142 -4.493
H 4.232 -6.559 -3.684
H 4.228 -5.912 -5.363
H 4.565 -3.493 -6.165
H 5.401 -2.479 -4.934
H 4.397 -1.737 -6.180
H 2.550 -1.210 -2.504
H 2.291 -2.400 -1.194
H 0.910 -1.523 -1.891
*
```

Output
* M: 538.31 g/mol
* ΔE to the lowest compared entry with this formula, charge and spin: 0.0 kJ/mol
* gap between HOMO and LUMO: 4.8267 eV
* LUMO level: -6.3 eV
* energy: -3500.02487 a.u.

Atom charges from the Mulliken analysis, given in e for atoms 1 to 8: number 1, O, carries -0.38; number 2, C, carries 0.19; number 3, Cl, carries -0.16; number 4, C, carries -0.22; number 5, C, carries 0.14; number 6, C, carries -0.38; number 7, N, carries -0.97; number 8, N, carries 0.74

---

# 5
DFT (ωB97M-V/def2-TZVPD) results for a structure of composition C24H50IN2O11S2 at a distorted geometry.

Structure (ORCA input):
```
! wB97M-V def2-TZVPD RIJCOSX def2/J DEFGRID3
* xyz -1 1
N -0.759 -0.524 -4.422
C -1.159 -1.843 -3.964
C 0.057 -2.711 -3.516
C -0.051 -3.236 -2.088
S 1.339 -2.704 -1.106
O 2.523 -2.991 -1.863
O 1.316 -3.450 0.119
N 1.336 -1.100 -0.920
S -0.016 -0.434 -0.387
O -1.118 -0.512 -1.297
O 0.307 0.903 -0.021
I -0.855 -1.431 1.661
H -0.191 -0.630 -5.250
H -0.136 -0.140 -3.726
H -1.698 -2.349 -4.747
H -1.804 -1.730 -3.111
H 0.956 -2.137 -3.639
H 0.129 -3.543 -4.200
H 0.049 -4.307 -2.103
H -0.994 -2.996 -1.630
C 4.076 -0.583 -3.313
C 3.162 0.196 -4.212
O 2.213 -0.343 -4.731
C 3.463 1.659 -4.437
H 3.714 -1.602 -3.250
H 5.093 -0.584 -3.714
H 4.076 -0.149 -2.312
H 4.451 1.771 -4.885
H 3.439 2.191 -3.485
H 2.717 2.087 -5.103
C 2.551 -7.030 3.588
C 1.293 -6.271 3.222
O 0.208 -6.795 3.304
C 1.474 -4.852 2.757
H 2.289 -8.036 3.906
H 3.215 -7.088 2.725
H 3.070 -6.521 4.403
H 2.091 -4.821 1.861
H 1.950 -4.262 3.544
H 0.509 -4.416 2.521
C -1.705 2.777 5.744
C -1.735 1.985 4.459
O -2.613 1.186 4.233
C -0.622 2.250 3.479
H -2.560 2.497 6.358
H -0.787 2.570 6.295
H -1.754 3.843 5.523
H 0.342 2.018 3.934
H -0.643 3.300 3.179
H -0.757 1.630 2.598
C -4.910 2.004 -4.623
C -4.032 0.853 -4.167
O -4.105 -0.226 -4.699
C -3.092 1.143 -3.025
H -5.543 1.674 -5.444
H -5.541 2.342 -3.800
H -4.291 2.836 -4.962
H -3.677 1.442 -2.151
H -2.413 1.954 -3.296
H -2.493 0.279 -2.764
C -4.268 3.936 1.421
C -2.902 4.573 1.472
O -2.491 5.095 2.483
C -2.071 4.524 0.216
H -4.751 4.037 2.389
H -4.881 4.427 0.663
H -4.176 2.877 1.179
H -2.588 5.040 -0.595
H -1.889 3.487 -0.075
H -1.116 5.011 0.395
C -2.283 7.458 7.541
C -1.945 5.998 7.727
O -0.868 5.556 7.418
C -3.021 5.117 8.316
H -1.429 7.974 7.111
H -3.136 7.562 6.870
H -2.528 7.912 8.503
H -3.905 5.127 7.675
H -3.297 5.476 9.309
H -2.653 4.099 8.395
C 4.726 -4.796 -3.120
C 5.732 -4.456 -4.189
O 6.221 -3.357 -4.290
C 6.112 -5.566 -5.147
H 4.531 -3.927 -2.502
H 3.787 -5.113 -3.576
H 5.114 -5.601 -2.492
H 5.229 -5.915 -5.683
H 6.547 -6.401 -4.596
H 6.840 -5.195 -5.864
*
```

Output
* M: 733.71 g/mol
* gap between HOMO and LUMO: 8.1624 eV
* LUMO level: 2.1 eV
* energy: -2975.75021 a.u.

Atom charges from the Mulliken analysis, given in e for atoms 1 to 8: number 1, N, carries -0.50; number 2, C, carries -0.90; number 3, C, carries 0.28; number 4, C, carries -1.13; number 5, S, carries 0.62; number 6, O, carries -0.58; number 7, O, carries -0.48; number 8, N, carries -0.12

---

# 6
DFT (ωB97M-V/def2-TZVPD) results for a cluster of 2 separate species, C5H13NO in total at a distorted geometry.

Structure (ORCA input):
```
! wB97M-V def2-TZVPD RIJCOSX def2/J DEFGRID3
* xyz 0 1
C -1.190 2.723 -0.938
C -1.371 1.241 -0.596
C -0.327 0.474 -0.329
C -0.480 -0.961 0.048
N 0.635 -1.536 0.791
C 0.648 -1.142 2.218
H -2.057 2.979 -1.564
H -1.434 3.355 -0.085
H -0.262 2.883 -1.468
H -2.362 0.829 -0.740
H 0.668 0.901 -0.319
H -1.403 -1.144 0.616
H -0.662 -1.558 -0.861
H 0.641 -2.543 0.779
H 0.840 -0.070 2.226
H -0.292 -1.324 2.756
H 1.437 -1.753 2.650
O 2.700 -0.989 -1.647
H 1.992 -1.321 -1.047
H 2.280 -1.042 -2.491
*
```

Output
* M: 103.16 g/mol
* ΔE to the lowest compared entry with this formula, charge and spin: 171.4 kJ/mol
* gap between HOMO and LUMO: 10.0554 eV
* LUMO level: 0.9 eV
* energy: -328.25355 a.u.

Atom charges from the Mulliken analysis, given in e for atoms 1 to 8: number 1, C, carries -1.15; number 2, C, carries -0.16; number 3, C, carries -0.13; number 4, C, carries -0.90; number 5, N, carries -0.36; number 6, C, carries -0.90; number 7, H, carries 0.32; number 8, H, carries 0.29